# 1
The following is a DFT calculation (ωB97M-V/def2-TZVPD) of C25H52Cl2P2ReSi2 as an isolated structure at a distorted geometry.

Each line ends with the Löwdin charge.
Cartesian coordinates (Å):
Re (-0.3300, -0.0504, 0.5918)  1.0239
C (-1.4944, -0.0516, 2.3880)  -0.2636
C (-1.8042, 1.1255, 1.6384)  -0.4176
C (-2.3656, 0.6727, 0.3816)  -0.2482
Si (-1.3620, 2.8646, 2.2273)  0.5015
C (-2.3670, -0.7413, 0.3626)  -0.2585
C (-1.8176, -1.2099, 1.6176)  -0.4263
Si (-1.4120, -2.9433, 2.1809)  0.4859
H (-1.0344, -0.0653, 3.3733)  0.1096
H (-2.7045, 1.3261, -0.4118)  0.0918
H (-2.6216, -1.3814, -0.4728)  0.0888
Cl (2.1556, 0.0514, -3.6998)  0.5211
C (-1.0783, -2.9885, 4.0029)  -0.1773
C (-2.8431, -4.0756, 1.7891)  -0.1687
C (-1.0170, 2.8430, 4.0638)  -0.1745
C (-2.7915, 4.0126, 1.8679)  -0.1716
H (-3.7403, -3.6792, 2.2870)  0.0411
H (-2.6121, -5.0570, 2.2231)  0.0351
H (-3.0563, -4.1876, 0.7191)  0.0235
H (-0.2116, -2.3739, 4.2661)  0.0110
H (-0.8865, -4.0310, 4.2835)  0.0390
H (-1.9562, -2.6330, 4.5532)  0.0397
H (-3.6712, 3.5605, 2.3517)  0.0396
H (-3.0047, 4.1511, 0.7994)  0.0239
H (-2.5974, 4.9908, 2.3326)  0.0369
H (-1.9404, 2.5419, 4.5779)  0.0391
H (-0.7281, 3.8452, 4.4129)  0.0392
H (-0.2212, 2.1308, 4.3139)  0.0334
C (0.1894, -3.4913, 1.3028)  -0.4292
C (0.2430, 3.4288, 1.3730)  -0.4192
P (0.3831, -2.5426, -0.2229)  0.9666
H (0.1046, -4.5654, 1.0891)  0.0379
H (1.0714, -3.3360, 1.9442)  0.0066
P (0.4043, 2.5207, -0.2005)  0.9530
H (1.1096, 3.2143, 2.0198)  0.0506
H (0.2241, 4.5216, 1.2258)  0.0385
C (1.9847, 3.2170, -0.9327)  -0.5381
C (-0.9056, 3.3827, -1.2805)  -0.5413
C (-0.8936, -3.3887, -1.3604)  -0.5293
C (1.9972, -3.1476, -0.9332)  -0.5341
C (3.0850, -2.1008, -0.7171)  -0.1429
H (1.7760, -3.2169, -2.0124)  0.0930
C (2.4770, -4.5046, -0.4093)  -0.1170
H (2.7255, -4.4491, 0.6602)  0.0805
H (3.3987, -4.7779, -0.9423)  0.0826
H (1.7532, -5.3136, -0.5625)  0.0572
H (2.8049, -1.1482, -1.1784)  0.0161
H (4.0119, -2.4384, -1.2005)  0.0831
H (3.2870, -1.9406, 0.3497)  0.0550
H (-1.8431, -3.1868, -0.8384)  0.0631
C (-0.7341, -4.9020, -1.5616)  -0.1119
C (-0.9152, -2.6942, -2.7200)  -0.1342
H (-0.7964, -5.4919, -0.6361)  0.0694
H (0.2006, -5.1509, -2.0822)  0.0727
H (-1.5556, -5.2423, -2.2137)  0.0823
H (-1.1168, -1.6188, -2.6541)  0.0555
H (-1.7157, -3.1441, -3.3203)  0.0808
H (0.0258, -2.8363, -3.2682)  0.0684
H (-1.8420, 3.1313, -0.7578)  0.0590
C (-0.9466, 2.7528, -2.6760)  -0.1278
C (-0.7647, 4.9004, -1.3872)  -0.1200
H (-0.7962, 5.4133, -0.4185)  0.0659
H (-1.6095, 5.2791, -1.9793)  0.0801
H (0.1509, 5.1856, -1.9212)  0.0719
H (-1.1331, 1.6709, -2.6615)  0.0571
H (-0.0207, 2.9319, -3.2400)  0.0677
H (-1.7662, 3.2223, -3.2373)  0.0798
C (3.1349, 2.2089, -0.8354)  -0.1453
C (2.4238, 4.5644, -0.3548)  -0.1312
H (1.7215, 3.3343, -1.9977)  0.0894
H (2.6940, 4.4773, 0.7077)  0.0768
H (1.6780, 5.3581, -0.4553)  0.0534
H (3.3202, 4.9040, -0.8863)  0.0778
H (3.4825, 2.0788, 0.1973)  0.0747
H (3.9840, 2.5929, -1.4288)  0.0822
H (2.8682, 1.2341, -1.2624)  0.0109
C (0.8729, 0.0218, -4.9103)  -0.5211
H (-0.1340, 0.0247, -4.4651)  0.0228
H (1.0266, 0.8927, -5.5589)  0.0302
H (1.0424, -0.8757, -5.5157)  0.0284
Cl (1.9757, -1.0667, 2.7562)  0.4811
C (1.5437, 0.1517, 1.5156)  -0.8193
H (2.4504, 0.2565, 0.9144)  -0.0385
H (1.3759, 1.0514, 2.1202)  -0.0394

Results
Spin multiplicity ... 4
F_max ... 6.7 eV/Å
Total charge ... 0
Total energy ... -3244.0733 Eh



# 2
The following is a DFT calculation (ωB97M-V/def2-TZVPD) of C25H52N2O2P2Re as an isolated structure at a distorted geometry.

Each line ends with the Löwdin charge.
Cartesian coordinates (Å):
Re (0.1980, -0.2698, 0.1237)  0.9709
C (0.8162, -1.4140, -1.2799)  -0.3267
O (1.2188, -2.1852, -2.0842)  0.1913
C (-0.0068, 1.4806, -0.7208)  -0.2715
O (-0.1509, 2.5840, -1.1194)  0.1580
P (-2.1060, -0.4146, -1.9820)  1.2231
C (-3.6671, -1.0975, -1.2500)  -0.5280
H (-4.4155, -0.9846, -2.0480)  0.1152
C (-2.6748, 1.2420, -2.6477)  -0.4840
H (-2.5598, 1.8816, -1.7545)  0.0979
C (-1.8240, -1.5051, -3.4747)  -0.4728
H (-1.5276, -2.4553, -2.9957)  0.1153
C (3.7094, -0.8155, -0.3071)  -0.4934
P (2.4096, -0.0792, 0.8475)  0.9755
H (3.8399, -0.7692, 2.6420)  0.1158
H (3.3205, -1.8281, -0.5151)  0.0999
C (3.2979, 1.5552, 1.1571)  -0.4614
H (4.3598, 1.3132, 0.9825)  0.1182
C (-1.7512, 1.8110, -3.7298)  -0.0881
H (-1.9540, 1.3670, -4.7126)  0.0949
H (-0.6888, 1.7018, -3.4858)  0.0655
H (-1.9489, 2.8892, -3.8064)  0.1176
C (-4.1407, 1.3093, -3.0894)  -0.0446
H (-4.3020, 2.2726, -3.5932)  0.1277
H (-4.8303, 1.2668, -2.2395)  0.0859
H (-4.4036, 0.5129, -3.7975)  0.0845
C (-3.0793, -1.7577, -4.3127)  -0.0417
H (-3.9329, -2.1153, -3.7232)  0.0842
H (-2.8461, -2.5428, -5.0478)  0.1334
H (-3.3765, -0.8632, -4.8789)  0.0938
C (-0.6565, -1.0482, -4.3608)  -0.0941
H (-0.1973, -1.9371, -4.8136)  0.1147
H (0.1293, -0.5337, -3.7975)  0.0557
H (-0.9932, -0.4016, -5.1804)  0.0930
C (-3.5285, -2.5868, -0.9079)  -0.0723
H (-3.7412, -3.2186, -1.7811)  0.0968
H (-4.2511, -2.8500, -0.1230)  0.1077
H (-2.5219, -2.8394, -0.5420)  0.0715
C (-4.1113, -0.2581, -0.0488)  -0.0826
H (-3.3621, -0.2976, 0.7522)  0.0356
H (-5.0540, -0.6668, 0.3398)  0.1193
H (-4.2853, 0.7932, -0.3035)  0.0783
C (5.1242, -0.9375, 0.2891)  -0.0576
H (5.1512, -1.2519, 1.3356)  0.0749
H (5.6747, 0.0080, 0.1949)  0.0994
H (5.6691, -1.6968, -0.2924)  0.1278
C (3.7867, -0.0414, -1.6278)  -0.0892
H (4.3250, 0.9059, -1.4995)  0.0922
C (1.9325, -0.8565, 3.5752)  -0.1011
H (2.8068, 0.1620, -2.0741)  0.0588
H (4.3478, -0.6498, -2.3510)  0.1218
C (2.8678, -2.6127, 2.0624)  -0.0762
H (0.9074, -1.1930, 3.3900)  0.0551
H (2.3151, -1.4501, 4.4173)  0.1173
H (1.9006, 0.1852, 3.9099)  0.0557
C (2.8299, -1.1062, 2.3673)  -0.5046
H (2.7990, -3.1580, 3.0165)  0.1116
H (3.7958, -2.9225, 1.5696)  0.0901
H (2.0198, -2.9118, 1.4272)  0.0639
C (3.1492, 2.0588, 2.5916)  -0.0761
H (2.0903, 2.2283, 2.8320)  0.0417
H (3.6801, 3.0168, 2.6831)  0.1216
H (3.5817, 1.3787, 3.3309)  0.0893
C (2.8906, 2.6490, 0.1691)  -0.0910
H (2.8616, 2.3072, -0.8718)  0.0686
H (3.6136, 3.4742, 0.2446)  0.1235
H (1.9027, 3.0633, 0.4056)  0.0559
H (0.2347, -1.7152, 1.0772)  0.0226
H (-1.4082, -0.9165, -0.2595)  0.0065
C (-0.1033, 3.1200, 4.4663)  0.0647
C (-0.6215, 1.9886, 3.6701)  -0.1710
C (-1.3887, 0.8986, 4.0304)  0.2174
C (-1.4280, 0.0187, 2.9403)  -0.2485
N (-0.7377, 0.5900, 1.9207)  -0.0437
N (-0.3036, 1.8122, 2.3783)  0.1228
C (-2.1100, -1.2838, 2.8707)  0.0093
H (-0.9037, 3.4813, 5.1218)  0.1338
H (0.7402, 2.7980, 5.0967)  0.1409
H (0.2305, 3.9524, 3.8400)  0.1197
H (-1.8771, 0.7396, 4.9725)  0.1819
H (0.1436, 2.5031, 1.7716)  0.1651
H (-1.8272, -1.8925, 3.7449)  0.1346
H (-3.2005, -1.1376, 2.9119)  0.1290
H (-1.8732, -1.8515, 1.9607)  0.0617

Results
Spin multiplicity ... 4
F_max ... 8.5 eV/Å
Total charge ... +4
Total energy ... -2003.0290 Eh



# 3
The following is a DFT calculation (ωB97M-V/def2-TZVPD) of C25H53ErN2O6P2Si as an isolated structure at a distorted geometry.

Each line ends with the Löwdin charge.
Cartesian coordinates (Å):
Er (-1.3277, -0.8722, 0.2948)  1.3181
C (3.8389, 2.9430, -1.3108)  -0.0493
C (4.0311, 1.4762, -1.1321)  -0.3358
C (4.6207, 0.8256, -2.3923)  -0.0149
O (2.6461, 0.8673, -0.8125)  -0.1722
P (1.9682, 0.4259, 0.5451)  0.5289
O (0.8919, -0.6087, 0.1826)  -0.4368
C (1.0691, 1.7641, 1.3417)  -0.2075
P (-0.3092, 2.4017, 0.4315)  0.5001
O (-1.2528, 1.2729, -0.0158)  -0.4051
O (-1.1158, 3.3176, 1.3812)  -0.1792
C (-1.1125, 4.7508, 1.8688)  -0.3625
C (-2.5662, 5.1127, 1.8302)  -0.0399
C (-0.5688, 4.7560, 3.2652)  -0.0440
O (0.2777, 3.1489, -0.8201)  -0.1780
C (-0.6151, 3.6854, -1.8606)  -0.4071
C (-0.2637, 2.8341, -3.0691)  -0.0191
C (-0.3806, 5.1712, -2.0023)  -0.0177
O (3.1048, 0.0211, 1.5491)  -0.1809
C (3.6000, -1.3004, 2.1125)  -0.3705
C (2.5684, -2.3892, 1.9453)  -0.0535
C (3.9123, -1.0145, 3.5485)  -0.0429
H (4.8206, 3.4427, -1.4435)  0.1127
H (3.3807, 3.3953, -0.4290)  0.0741
H (3.2151, 3.1960, -2.1938)  0.0967
H (4.6215, 1.1949, -0.2599)  0.1352
H (4.2003, 1.2056, -3.3205)  0.0937
H (4.5053, -0.2228, -2.3937)  0.0713
H (5.6617, 1.0533, -2.3813)  0.0878
H (1.7593, 2.5597, 1.5466)  0.0891
H (0.7188, 1.4753, 2.3435)  0.1062
H (-0.4784, 5.3567, 1.1869)  0.1467
H (-3.2641, 4.3370, 2.1591)  0.0956
H (-2.8953, 5.4475, 0.8274)  0.0958
H (-2.7380, 5.9776, 2.4838)  0.1002
H (-1.1048, 4.0590, 3.9200)  0.1001
H (-0.7223, 5.7386, 3.6959)  0.0957
H (0.5115, 4.5729, 3.3567)  0.0905
H (-1.6499, 3.5121, -1.5302)  0.1375
H (0.6718, 3.2176, -3.5170)  0.0963
H (-1.0399, 2.8484, -3.8421)  0.0993
H (-0.0219, 1.8176, -2.7789)  0.0769
H (0.6447, 5.3240, -2.3341)  0.0932
H (-0.4844, 5.6826, -1.0665)  0.0583
H (-1.0906, 5.6638, -2.7017)  0.1175
H (4.4996, -1.4936, 1.5138)  0.1559
H (1.6969, -2.1986, 2.5745)  0.0854
H (3.0412, -3.3333, 2.2567)  0.1086
H (2.2869, -2.6042, 0.8945)  0.0840
H (2.9752, -0.6582, 4.0341)  0.0988
H (4.7384, -0.2553, 3.6358)  0.1106
H (4.2457, -1.9587, 3.9917)  0.1004
N (-3.3848, -0.9672, -1.1952)  -0.0679
C (-4.5841, -0.2426, -0.6559)  -0.2372
C (-5.2829, -1.0054, 0.4806)  -0.1538
C (-4.3029, -1.5690, 1.5701)  -0.1945
C (-3.6544, -0.5604, 2.5067)  -0.2477
N (-2.2150, -0.8727, 2.6108)  -0.0769
H (-3.1327, -0.4658, -2.0564)  0.1067
H (-3.7457, -1.8486, -1.5383)  0.0774
H (-5.2774, -0.1088, -1.4715)  0.1167
H (-4.2392, 0.7671, -0.3737)  0.1111
H (-5.8248, -1.8652, -0.0006)  0.1374
H (-6.0049, -0.3486, 1.0169)  0.1351
H (-3.5228, -2.2218, 1.0935)  0.0773
H (-4.9401, -2.2225, 2.1634)  0.1234
H (-4.1564, -0.4860, 3.4810)  0.1345
H (-3.7015, 0.5018, 2.1523)  0.1295
H (-2.1032, -1.7546, 3.1127)  0.1153
H (-1.8184, -0.1603, 3.2268)  0.1035
C (-2.1657, -4.0816, -2.3719)  -0.2494
Si (-1.0413, -3.5580, -0.9060)  0.4692
C (-1.4747, -4.8405, 0.4231)  -0.2734
C (0.6291, -4.2106, -1.5234)  -0.3443
C (1.4259, -5.1753, -0.8949)  -0.0854
C (2.6626, -5.5340, -1.5043)  -0.0826
C (3.1173, -4.9604, -2.6699)  -0.0836
C (2.2675, -4.0385, -3.3094)  -0.0801
C (1.0432, -3.6520, -2.7510)  -0.1235
H (-1.6861, -4.9961, -2.8384)  0.0630
H (-2.1732, -3.2986, -3.1675)  0.0197
H (-3.1899, -4.2959, -2.1350)  0.0040
H (-1.3523, -5.8172, -0.0798)  0.0471
H (-2.5197, -4.6977, 0.7204)  0.0048
H (-0.8727, -4.7649, 1.3422)  0.0178
H (1.1394, -5.5736, 0.0428)  0.0775
H (3.2237, -6.3202, -1.0405)  0.0961
H (4.1038, -5.1630, -3.0599)  0.1045
H (2.6082, -3.6079, -4.2270)  0.0917
H (0.4241, -2.9262, -3.2825)  0.0924

Results
Spin multiplicity ... 4
F_max ... 2.6 eV/Å
Total charge ... +2
Total energy ... -3532.3361 Eh



Q: Which value of F_max does entry 1 give?
A: 6.7 eV/Å



Q: Which formula does entry 3 have?
A: C25H53ErN2O6P2Si